No. 1
DFT (ωB97M-V/def2-TZVPD) results for one molecule with the formula C2H3Cl3 in a non-equilibrium geometry.

Last columns: bonded neighbours and bond lengths (Å).
Atoms and positions in Å:
1 C -0.0288 -0.0040 1.7634  C2 1.573, H6 1.113, H7 1.105, H8 1.083
2 C -0.0388 0.0409 0.1910  C1 1.573, Cl3 1.752, Cl4 1.822, Cl5 1.710
3 Cl -1.6159 -0.4778 -0.3697  C2 1.752
4 Cl 1.2468 -1.1352 -0.3399  C2 1.822
5 Cl 0.4021 1.6019 -0.3504  C2 1.710
6 H 0.9510 0.3242 2.1764  C1 1.113
7 H -0.8546 0.6666 2.0626  C1 1.105
8 H -0.2505 -1.0238 2.0546  C1 1.083

Computed properties:
- multiplicity = 1
- energy above the lowest of the compared OMol25 structures with the same formula, charge and spin (kJ/mol) = 19.5
- LUMO level (eV) = 0.680
- SMILES string = CC(Cl)(Cl)Cl
- net charge = 0
- energy (Ha) = -1458.57735
- HOMO-LUMO gap (eV) = 11.70

These are the natural (NBO) partial charges, in e, on atoms 1 to 2: number 1, C, carries -0.6318; number 2, C, carries -0.1243

=====

No. 2
DFT (ωB97M-V/def2-TZVPD) results for a 8-piece molecular cluster, C42H77N14O4S overall in a non-equilibrium geometry.

Last columns: bonded neighbours and bond lengths (Å).
Atoms and positions in Å:
1 S 14.2327 -3.8631 8.3982  O2 1.461, O3 1.417, O4 1.459, O5 1.483
2 O 13.7818 -2.6520 7.7165  S1 1.461
3 O 13.1775 -4.6376 8.9400  S1 1.417
4 O 14.9576 -4.6767 7.4281  S1 1.459
5 O 15.1462 -3.5276 9.5175  S1 1.483
6 C 18.3498 -6.4278 4.6904  C7 1.486, H14 1.090, H15 1.090, H16 1.090
7 C 17.8786 -5.3190 5.5606  C6 1.486, N8 1.480, H17 1.090, H18 1.090
8 N 18.6760 -5.3375 6.8075  C7 1.480, C9 1.362, C12 1.379
9 C 20.0374 -5.3240 6.8566  N8 1.362, C10 1.417, H19 1.080
10 C 20.4604 -5.2263 8.2049  C9 1.417, N11 1.429, H20 1.080
11 N 19.2499 -5.2095 8.9648  C10 1.429, C12 1.351, C13 1.462
12 C 18.2110 -5.2227 8.1007  N8 1.379, N11 1.351, H21 1.080
13 C 19.1225 -5.3742 10.4115  N11 1.462, H22 1.090, H23 1.090, H24 1.090
14 H 19.3259 -6.1866 4.2693  C6 1.090
15 H 17.6154 -6.6680 3.9217  C6 1.090
16 H 18.6486 -7.3236 5.2347  C6 1.090
17 H 16.8216 -5.4893 5.7654  C7 1.090
18 H 17.9950 -4.3415 5.0926  C7 1.090
19 H 20.5601 -5.2463 5.9146  C9 1.080
20 H 21.4470 -5.3087 8.6364  C10 1.080
21 H 17.1540 -5.3042 8.3072  C12 1.080
22 H 19.8776 -6.0556 10.8036  C13 1.090
23 H 18.0998 -5.6754 10.6384  C13 1.090
24 H 19.2679 -4.4137 10.9057  C13 1.090
25 C 16.3388 -9.3592 4.7885  C26 1.554, H33 1.090, H34 1.090, H35 1.090
26 C 14.9627 -9.3289 5.5108  C25 1.554, N27 1.450, H36 1.090, H37 1.090
27 N 14.9724 -9.1261 6.9462  C26 1.450, C28 1.364, C31 1.361
28 C 15.4069 -10.0870 7.8106  N27 1.364, C29 1.410, H38 1.080
29 C 15.4216 -9.4297 9.0585  C28 1.410, N30 1.414, H39 1.080
30 N 15.1061 -8.0581 8.9242  C29 1.414, C31 1.385, C32 1.447
31 C 14.7931 -7.9354 7.5804  N27 1.361, N30 1.385, H40 1.080
32 C 15.1706 -7.0845 9.9933  N30 1.447, H41 1.090, H42 1.090, H43 1.090
33 H 16.7993 -8.4050 5.0444  C25 1.090
34 H 16.2369 -9.4678 3.7087  C25 1.090
35 H 16.9704 -10.1777 5.1338  C25 1.090
36 H 14.2696 -10.1437 5.3016  C26 1.090
37 H 14.4702 -8.4417 5.1129  C26 1.090
38 H 15.6534 -11.0967 7.5171  C28 1.080
39 H 15.7428 -9.8075 10.0179  C29 1.080
40 H 14.4785 -7.0172 7.1069  C31 1.080
41 H 15.6138 -7.5978 10.8466  C32 1.090
42 H 14.1428 -6.8172 10.2385  C32 1.090
43 H 15.8231 -6.2552 9.7201  C32 1.090
44 C 14.5211 3.5263 8.3262  C45 1.609, H52 1.090, H53 1.090, H54 1.090
45 C 13.9481 2.2184 7.5850  C44 1.609, N46 1.444, H55 1.090, H56 1.090
46 N 15.0762 1.4663 7.0871  C45 1.444, C47 1.396, C50 1.374
47 C 16.2413 1.8599 6.4274  N46 1.396, C48 1.403, H57 1.080
48 C 16.8961 0.7306 5.9125  C47 1.403, N49 1.377, H58 1.080
49 N 16.2193 -0.3749 6.3758  C48 1.377, C50 1.356, C51 1.457
50 C 15.1008 0.0970 6.9807  N46 1.374, N49 1.356, H59 1.080
51 C 16.5859 -1.7821 6.2808  N49 1.457, H60 1.090, H61 1.090, H62 1.090
52 H 14.8100 4.4271 7.7846  C44 1.090
53 H 15.3861 3.2624 8.9347  C44 1.090
54 H 13.7351 3.9242 8.9680  C44 1.090
55 H 13.2879 2.4890 6.7610  C45 1.090
56 H 13.4272 1.5205 8.2404  C45 1.090
57 H 16.5430 2.8969 6.4351  C47 1.080
58 H 17.8860 0.6658 5.4854  C48 1.080
59 H 14.3144 -0.4894 7.4325  C50 1.080
60 H 17.3895 -1.7712 5.5444  C51 1.090
61 H 15.7517 -2.4248 5.9993  C51 1.090
62 H 16.8118 -2.1619 7.2772  C51 1.090
63 C 13.2968 2.8225 13.0640  C64 1.546, H71 1.090, H72 1.090, H73 1.090
64 C 12.2866 2.5849 11.9178  C63 1.546, N65 1.451, H74 1.090, H75 1.090
65 N 12.5456 1.3228 11.2504  C64 1.451, C66 1.389, C69 1.392
66 C 13.7653 0.7160 10.9791  N65 1.389, C67 1.430, H76 1.080
67 C 13.4408 -0.5163 10.3301  C66 1.430, N68 1.422, H77 1.080
68 N 12.0350 -0.6113 10.1383  C67 1.422, C69 1.404, C70 1.470
69 C 11.5142 0.5640 10.7034  N65 1.392, N68 1.404, H78 1.080
70 C 11.3039 -1.5784 9.3073  N68 1.470, H79 1.090, H80 1.090, H81 1.090
71 H 13.1388 3.8353 13.4346  C63 1.090
72 H 14.3228 2.8018 12.6966  C63 1.090
73 H 13.2524 2.0366 13.8181  C63 1.090
74 H 12.3970 3.3049 11.1069  C64 1.090
75 H 11.2590 2.5841 12.2815  C64 1.090
76 H 14.6888 1.1950 11.2691  C66 1.080
77 H 14.0034 -1.3155 9.8704  C67 1.080
78 H 10.4577 0.7875 10.7167  C69 1.080
79 H 10.2736 -1.2406 9.1953  C70 1.090
80 H 11.4939 -2.5997 9.6374  C70 1.090
81 H 11.7857 -1.5143 8.3316  C70 1.090
82 C 15.0516 -1.1033 13.5407  C83 1.569, H90 1.090, H91 1.090, H92 1.090
83 C 14.9072 -2.6022 13.1013  C82 1.569, N84 1.443, H93 1.090, H94 1.090
84 N 13.5312 -3.0377 13.0805  C83 1.443, C85 1.408, C88 1.366
85 C 12.6364 -2.9224 14.1617  N84 1.408, C86 1.400, H95 1.080
86 C 11.4538 -3.5291 13.7211  C85 1.400, N87 1.404, H96 1.080
87 N 11.5782 -3.9388 12.3842  C86 1.404, C88 1.402, C89 1.434
88 C 12.9128 -3.6775 12.0447  N84 1.366, N87 1.402, H97 1.080
89 C 10.5626 -4.7041 11.7221  N87 1.434, H98 1.090, H99 1.090, H100 1.090
90 H 15.0088 -1.0725 14.6295  C82 1.090
91 H 14.2161 -0.4861 13.2104  C82 1.090
92 H 16.0323 -0.7218 13.2566  C82 1.090
93 H 15.5021 -3.2120 13.7813  C83 1.090
94 H 15.3634 -2.8078 12.1329  C83 1.090
95 H 12.9136 -2.6279 15.1631  C85 1.080
96 H 10.5642 -3.6265 14.3256  C86 1.080
97 H 13.3352 -3.9810 11.0982  C88 1.080
98 H 11.0607 -5.5330 11.2193  C89 1.090
99 H 9.9911 -4.1009 11.0166  C89 1.090
100 H 9.8003 -5.1399 12.3678  C89 1.090
101 C 17.3148 -1.3390 10.3457  C102 1.509, H109 1.090, H110 1.090, H111 1.090
102 C 18.5674 -1.8140 9.6511  C101 1.509, N103 1.477, H112 1.090, H113 1.090
103 N 19.1119 -0.7682 8.7616  C102 1.477, C104 1.388, C107 1.406
104 C 18.9106 0.5941 8.9371  N103 1.388, C105 1.404, H114 1.080
105 C 19.6442 1.3066 7.9748  C104 1.404, N106 1.397, H115 1.080
106 N 20.4060 0.4012 7.2330  C105 1.397, C107 1.403, C108 1.502
107 C 19.9867 -0.8655 7.6655  N103 1.406, N106 1.403, H116 1.080
108 C 21.3052 0.7909 6.0951  N106 1.502, H117 1.090, H118 1.090, H119 1.090
109 H 17.1767 -2.0588 11.1525  C101 1.090
110 H 16.4470 -1.3614 9.6865  C101 1.090
111 H 17.4850 -0.4444 10.9447  C101 1.090
112 H 18.3675 -2.7029 9.0527  C102 1.090
113 H 19.3545 -2.0100 10.3792  C102 1.090
114 H 18.2269 1.0205 9.6562  C104 1.080
115 H 19.7966 2.3707 7.8704  C105 1.080
116 H 20.2661 -1.7673 7.1410  C107 1.080
117 H 20.7049 0.9586 5.2008  C108 1.090
118 H 22.1499 0.1222 5.9295  C108 1.090
119 H 21.7225 1.7932 6.1924  C108 1.090
120 C 10.8582 -6.9635 8.3497  C121 1.559, H128 1.090, H129 1.090, H130 1.090
121 C 10.2750 -5.9457 7.3236  C120 1.559, N122 1.412, H131 1.090, H132 1.090
122 N 11.1373 -5.9138 6.2056  C121 1.412, C123 1.384, C126 1.416
123 C 11.1899 -6.9743 5.3171  N122 1.384, C124 1.400, H133 1.080
124 C 12.1998 -6.7389 4.3761  C123 1.400, N125 1.377, H134 1.080
125 N 12.8614 -5.5895 4.7448  C124 1.377, C126 1.367, C127 1.487
126 C 12.1972 -5.0597 5.8156  N122 1.416, N125 1.367, H135 1.080
127 C 14.1263 -5.0871 4.1461  N125 1.487, H136 1.090, H137 1.090, H138 1.090
128 H 10.1972 -6.9576 9.2163  C120 1.090
129 H 11.8191 -6.6760 8.7763  C120 1.090
130 H 11.0312 -7.9997 8.0588  C120 1.090
131 H 10.0093 -4.9499 7.6784  C121 1.090
132 H 9.3784 -6.3513 6.8548  C121 1.090
133 H 10.5771 -7.8549 5.4414  C123 1.080
134 H 12.6455 -7.4413 3.6873  C124 1.080
135 H 12.5462 -4.2256 6.4061  C126 1.080
136 H 14.5670 -5.9904 3.7241  C127 1.090
137 H 14.7080 -4.6215 4.9417  C127 1.090
138 H 13.8902 -4.3671 3.3626  C127 1.090

Computed properties:
- multiplicity = 1
- energy above the lowest of the compared OMol25 structures with the same formula, charge and spin (kJ/mol) = 366.7
- LUMO level (eV) = -10.398
- net charge = +5
- energy (Ha) = -3110.52308
- HOMO-LUMO gap (eV) = 8.68

These are the Löwdin partial charges, in e, on atoms 1 to 2: number 1, S, carries 0.1007; number 2, O, carries -0.3961

=====

No. 3
DFT (ωB97M-V/def2-TZVPD) results for a 5-piece molecular cluster, C33H71F2N4O12 overall in a non-equilibrium geometry.

Last columns: bonded neighbours and bond lengths (Å).
Atoms and positions in Å:
1 C -5.3969 5.8196 1.1516  C2 1.597, H28 1.154, H29 1.149, H30 1.141
2 C -4.4525 6.2035 -0.0779  C1 1.597, O3 1.245, O4 1.439
3 O -3.9269 7.3291 -0.1635  C2 1.245
4 O -4.2332 5.1758 -1.0612  C2 1.439, C5 1.444
5 C -3.0293 5.5762 -1.7502  O4 1.444, O6 1.241, C7 1.619
6 O -3.1599 6.1033 -2.8660  C5 1.241
7 C -1.5875 5.2996 -1.0682  C5 1.619, N8 1.527, H31 1.137, H32 1.139
8 N -1.1694 3.9278 -1.5913  C7 1.527, C9 1.503, C24 1.511, H33 1.047
9 C -1.9825 2.7922 -1.0371  N8 1.503, C10 1.597, H34 1.157, H35 1.154
10 C -1.1530 1.4894 -0.6320  C9 1.597, F11 1.439, F12 1.442, O13 1.411
11 F -2.0942 0.4019 -0.6890  C10 1.439
12 F -0.7108 1.4955 0.7400  C10 1.442
13 O -0.0923 1.1222 -1.4867  C10 1.411, C14 1.448
14 C 0.6774 2.2302 -2.0128  O13 1.448, C15 1.639, C19 1.629, C24 1.592
15 C 0.4412 2.2210 -3.6351  C14 1.639, C16 1.602, H36 1.159, H37 1.155
16 C -0.6274 1.1292 -4.1169  C15 1.602, C17 1.627, H38 1.149, H39 1.157
17 C -0.0011 -0.3663 -4.2530  C16 1.627, N18 1.516, H40 1.146, H41 1.154
18 N -1.0479 -1.4283 -3.9810  C17 1.516, H42 1.031, H43 1.028
19 C 2.2526 1.8521 -1.8380  C14 1.629, C20 1.602, H44 1.153, H45 1.138
20 C 3.2015 3.0125 -2.4019  C19 1.602, C21 1.607, H46 1.157, H47 1.157
21 C 4.7614 2.6324 -2.4795  C20 1.607, C22 1.604, H48 1.157, H49 1.152
22 C 5.0484 1.0889 -2.8096  C21 1.604, N23 1.507, H50 1.157, H51 1.150
23 N 6.5173 0.7786 -2.9374  C22 1.507, H52 1.028, H53 1.028
24 C 0.3150 3.6777 -1.4574  N8 1.511, C14 1.592, C25 1.608, H54 1.157
25 C 0.9099 4.0363 -0.0070  C24 1.608, C26 1.599, H55 1.138, H56 1.157
26 C 1.5327 5.5036 0.1200  C25 1.599, N27 1.326, H57 1.138
27 N 1.3404 6.1584 1.2571  C26 1.326, H58 1.034
28 H -4.7822 5.5203 2.0811  C1 1.154
29 H -6.1154 4.9629 0.8857  C1 1.149
30 H -6.0088 6.7417 1.4301  C1 1.141
31 H -1.6184 5.3056 0.0679  C7 1.137
32 H -0.8588 6.0530 -1.5143  C7 1.139
33 H -1.3828 3.9700 -2.6152  N8 1.047
34 H -2.4660 3.1853 -0.0626  C9 1.157
35 H -2.8778 2.5799 -1.7332  C9 1.154
36 H 0.1223 3.2657 -4.0238  C15 1.159
37 H 1.4193 1.9911 -4.2041  C15 1.155
38 H -1.6167 1.1371 -3.5323  C16 1.149
39 H -0.9193 1.4207 -5.1982  C16 1.157
40 H 0.8222 -0.5544 -3.4782  C17 1.146
41 H 0.4174 -0.5611 -5.3108  C17 1.154
42 H -1.9894 -1.0202 -4.0828  N18 1.031
43 H -0.9084 -1.7906 -3.0291  N18 1.028
44 H 2.5366 1.7068 -0.7300  C19 1.153
45 H 2.3813 0.8369 -2.3365  C19 1.138
46 H 3.1063 3.9558 -1.7379  C20 1.157
47 H 2.9083 3.3765 -3.4598  C20 1.157
48 H 5.1906 3.2306 -3.3717  C21 1.157
49 H 5.3740 2.9874 -1.5711  C21 1.152
50 H 4.6467 0.4540 -1.9297  C22 1.157
51 H 4.5003 0.7052 -3.7454  C22 1.150
52 H 6.5846 -0.0817 -3.4971  N23 1.028
53 H 6.8477 0.5606 -1.9882  N23 1.028
54 H 0.8076 4.4302 -2.1852  C24 1.157
55 H 1.6793 3.2984 0.3903  C25 1.138
56 H 0.0236 3.9943 0.7348  C25 1.157
57 H 2.1676 6.0391 -0.6582  C26 1.138
58 H 0.7871 5.5814 1.9124  N27 1.034
59 C -8.2482 7.7617 4.7184  O60 1.422, H65 1.091, H66 1.092, H67 1.095
60 O -7.1074 6.9786 4.3894  C59 1.422, C61 1.427
61 C -5.9303 7.4239 5.0623  O60 1.427, C62 1.524, H68 1.096, H69 1.095
62 C -5.6209 6.5572 6.2771  C61 1.524, O63 1.424, H70 1.095, H71 1.096
63 O -6.6237 6.6875 7.2800  C62 1.424, C64 1.422
64 C -7.5461 5.6051 7.2700  O63 1.422, H72 1.094, H73 1.093, H74 1.091
65 H -9.1380 7.2154 4.4022  C59 1.091
66 H -8.3222 7.9507 5.7919  C59 1.092
67 H -8.2101 8.7145 4.1809  C59 1.095
68 H -6.0203 8.4797 5.3428  C61 1.096
69 H -5.1038 7.3389 4.3489  C61 1.095
70 H -4.6796 6.8985 6.7202  C62 1.095
71 H -5.4936 5.5080 5.9881  C62 1.096
72 H -7.0895 4.7275 7.7375  C64 1.094
73 H -7.8715 5.3533 6.2577  C64 1.093
74 H -8.4213 5.8979 7.8521  C64 1.091
75 C -0.0935 -5.7290 -1.0431  O76 1.420, H81 1.091, H82 1.093, H83 1.095
76 O -0.2663 -6.1811 -2.3784  C75 1.420, C77 1.427
77 C -0.1610 -5.1235 -3.3301  O76 1.427, C78 1.523, H84 1.096, H85 1.094
78 C 1.2128 -5.1005 -3.9879  C77 1.523, O79 1.426, H86 1.095, H87 1.095
79 O 2.2366 -4.7803 -3.0478  C78 1.426, C80 1.422
80 C 2.9375 -5.9325 -2.5957  O79 1.422, H88 1.094, H89 1.092, H90 1.091
81 H 0.0885 -6.5991 -0.4105  C75 1.091
82 H 0.7552 -5.0471 -0.9454  C75 1.093
83 H -1.0060 -5.2294 -0.7007  C75 1.095
84 H -0.3921 -4.1583 -2.8640  C77 1.096
85 H -0.9169 -5.3105 -4.0987  C77 1.094
86 H 1.2227 -4.3153 -4.7510  C78 1.095
87 H 1.4250 -6.0529 -4.4852  C78 1.095
88 H 3.6439 -6.2591 -3.3646  C80 1.094
89 H 2.2599 -6.7530 -2.3485  C80 1.092
90 H 3.4958 -5.6625 -1.6976  C80 1.091
91 C -0.1138 -2.1163 4.2782  O92 1.421, H97 1.091, H98 1.093, H99 1.095
92 O -0.2876 -2.5615 2.9397  C91 1.421, C93 1.425
93 C -0.1907 -1.4987 1.9950  O92 1.425, C94 1.524, H100 1.096, H101 1.095
94 C 1.1817 -1.4648 1.3326  C93 1.524, O95 1.425, H102 1.096, H103 1.095
95 O 2.2072 -1.1448 2.2694  C94 1.425, C96 1.423
96 C 2.9165 -2.2960 2.7122  O95 1.423, H104 1.094, H105 1.092, H106 1.091
97 H 0.0746 -2.9892 4.9046  C91 1.091
98 H 0.7312 -1.4305 4.3779  C91 1.093
99 H -1.0279 -1.6240 4.6257  C91 1.095
100 H -0.4257 -0.5375 2.4673  C93 1.096
101 H -0.9480 -1.6855 1.2267  C93 1.095
102 H 1.1848 -0.6747 0.5735  C94 1.096
103 H 1.3971 -2.4135 0.8290  C94 1.095
104 H 3.6214 -2.6148 1.9385  C96 1.094
105 H 2.2445 -3.1215 2.9581  C96 1.092
106 H 3.4769 -2.0270 3.6090  C96 1.091
107 C 4.7370 -10.8133 1.9493  O108 1.421, H113 1.091, H114 1.093, H115 1.095
108 O 3.5521 -10.9974 1.1871  C107 1.421, C109 1.426
109 C 2.8505 -9.7758 0.9668  O108 1.426, C110 1.524, H116 1.097, H117 1.095
110 C 3.1257 -9.2186 -0.4245  C109 1.524, O111 1.426, H118 1.095, H119 1.095
111 O 4.4893 -8.8281 -0.5707  C110 1.426, C112 1.422
112 C 5.2599 -9.7994 -1.2673  O111 1.422, H120 1.094, H121 1.093, H122 1.091
113 H 5.3506 -11.7092 1.8450  C107 1.091
114 H 5.3186 -9.9542 1.6058  C107 1.093
115 H 4.4806 -10.6829 3.0056  C107 1.095
116 H 3.0976 -9.0414 1.7427  C109 1.097
117 H 1.7829 -10.0019 1.0510  C109 1.095
118 H 2.5187 -8.3183 -0.5677  C110 1.095
119 H 2.8423 -9.9396 -1.1988  C110 1.095
120 H 5.0506 -9.7362 -2.3395  C112 1.094
121 H 5.0576 -10.8131 -0.9137  C112 1.093
122 H 6.3159 -9.5792 -1.1017  C112 1.091

Computed properties:
- multiplicity = 1
- LUMO level (eV) = -3.537
- net charge = +1
- energy (Ha) = -2621.01439
- HOMO-LUMO gap (eV) = 6.81

These are the Löwdin partial charges, in e, on atoms 1 to 2: number 1, C, carries 0.0200; number 2, C, carries -0.3762